This record from OMol25 describes a molecular structure, C14H26AlBNO3 at a distorted geometry. The level of theory is wB97M-V/def2-TZVPD.

Orbital gap   0.2812 Ha
LUMO energy   2.995 eV
Maximum force   3.2 eV/A
Charge   -1
2S+1   1

Each line ends with the natural charge from an NBO analysis.
Cartesian coordinates (Å):
C 5.381 0.614 1.849  -0.254
O 4.484 1.722 2.035  -0.784
B 3.588 1.867 0.910  0.622
O 3.770 3.031 0.104  -0.965
Al 2.116 0.414 0.602  1.540
N 2.448 -0.977 1.908  -1.396
O 0.416 1.094 1.056  -0.942
C -0.517 0.358 0.287  -0.052
C -1.977 0.336 0.940  -0.238
C -2.422 1.848 1.026  -0.629
C -2.863 -0.526 -0.049  -0.402
C -4.405 -0.539 0.287  -0.209
C -4.673 -0.822 1.821  -0.623
C -5.196 0.726 -0.274  -0.621
C 2.181 -0.467 -1.236  -0.484
C 3.046 -1.658 -1.395  -0.242
C 3.114 -2.369 -2.668  -0.237
C 2.347 -1.980 -3.851  -0.262
C 1.514 -0.781 -3.711  -0.235
C 1.440 -0.064 -2.434  -0.237
H 5.263 -0.176 2.645  0.187
H 5.194 0.132 0.852  0.178
H 6.440 0.985 1.953  0.158
H 4.664 3.036 -0.289  0.479
H 2.078 -0.587 2.788  0.353
H 1.762 -1.718 1.688  0.341
H -0.243 -0.737 0.165  0.152
H -0.667 0.859 -0.719  0.137
H -1.944 -0.088 1.983  0.196
H -3.343 1.991 1.646  0.188
H -1.595 2.525 1.367  0.245
H -2.642 2.166 -0.037  0.186
H -2.690 -0.079 -1.071  0.204
H -2.482 -1.587 -0.030  0.208
H -4.839 -1.419 -0.273  0.188
H -5.481 -1.606 1.879  0.202
H -3.745 -1.316 2.225  0.215
H -4.925 0.101 2.393  0.206
H -4.535 1.333 -0.956  0.212
H -5.465 1.406 0.572  0.202
H -6.086 0.418 -0.874  0.202
H 3.642 -2.022 -0.531  0.219
H 3.778 -3.259 -2.751  0.193
H 2.371 -2.534 -4.815  0.203
H 0.922 -0.482 -4.610  0.196
H 0.777 0.830 -2.409  0.202

This record from OMol25 describes a gas-phase ion, C3H6N3 (charge +1) at a distorted geometry. The level of theory is wB97M-V/def2-TZVPD.

Orbital gap (alpha / beta)   0.3043 / 0.3043 Ha
SMILES   C#[N+]/C=N\CN
LUMO energy (alpha / beta)   -5.721 / -5.721 eV
Maximum force   7.1 eV/A
Energy above the lowest of the compared OMol25 structures with the same formula, charge and spin   421.2 kJ/mol
Charge   +1
2S+1   1

Each line ends with the natural charge from an NBO analysis.
Cartesian coordinates (Å):
C -1.465 0.085 1.883  0.433
N -0.816 -0.002 0.927  -0.237
C -0.702 0.967 0.008  0.124
N 0.000 0.970 -1.037  -0.229
C 1.019 -0.137 -1.230  -0.117
N 0.809 -1.103 -0.224  -0.802
H -2.203 0.114 2.643  0.291
H -1.157 1.841 0.233  0.216
H 0.976 -0.323 -2.340  0.250
H 1.813 0.533 -1.071  0.238
H 0.276 -1.910 -0.409  0.413
H 1.449 -1.037 0.618  0.419

This record from OMol25 describes a molecular structure, C10H25ClIN2P2Ru at a distorted geometry. The level of theory is wB97M-V/def2-TZVPD.

Orbital gap (alpha / beta)   0.2295 / 0.1917 Ha
LUMO energy (alpha / beta)   -12.316 / -14.216 eV
⟨S²⟩   6.050
Maximum force   6.3 eV/A
Energy above the lowest of the compared OMol25 structures with the same formula, charge and spin   0.0 kJ/mol
Charge   +3
2S+1   5

Each line ends with the Löwdin spin population.
Cartesian coordinates (Å):
C -1.440 -0.025 -4.488  0.029
I -1.818 -0.155 -2.357  0.362
H -0.374 0.045 -4.703  0.004
H -1.973 0.859 -4.851  0.003
H -1.872 -0.925 -4.934  0.005
Ru 0.430 0.045 0.701  2.481
P 0.194 1.959 -0.267  0.156
C -1.485 2.657 -0.302  0.039
C 1.161 3.120 0.774  0.056
H 1.300 4.074 0.252  0.012
H 1.124 3.230 -2.120  0.002
H 2.136 2.658 0.975  0.003
H 1.849 1.598 -1.959  0.003
H -1.990 2.414 0.642  0.001
H 0.642 3.299 1.725  0.000
C 0.914 2.171 -1.925  0.021
H -1.450 3.747 -0.427  0.007
H 0.224 1.780 -2.682  0.005
H -2.044 2.197 -1.131  0.000
P 0.226 -1.966 -0.048  0.167
C -1.447 -2.685 0.017  0.044
C 0.930 -2.386 -1.674  0.020
H 2.197 -2.528 1.217  0.002
H 1.275 -4.007 0.795  0.013
H 0.717 -2.950 2.123  0.001
C 1.197 -2.970 1.138  0.059
H 1.860 -1.817 -1.796  0.003
H 1.147 -3.461 -1.735  0.002
H -1.396 -3.776 0.130  0.008
H -1.992 -2.423 -0.902  0.001
H 0.226 -2.103 -2.468  0.004
H -1.978 -2.255 0.876  0.001
Cl 2.663 0.011 0.060  0.324
N -1.886 1.088 4.077  0.015
C -1.903 -0.294 4.278  0.009
C -1.194 -0.842 3.244  0.013
N -0.758 0.195 2.421  0.084
C -1.179 1.336 2.946  0.035
H -2.324 1.796 4.654  0.000
H -2.398 -0.794 5.092  0.001
H -0.925 -1.862 3.004  0.001
H -0.943 2.311 2.545  0.002

This record from OMol25 describes a molecular structure, C30H44Br2N13TeV. The level of theory is wB97M-V/def2-TZVPD.

Orbital gap (alpha / beta)   0.2073 / 0.2100 Ha
LUMO energy (alpha / beta)   -3.422 / -3.560 eV
⟨S²⟩   3.763
Maximum force   0.6 eV/A
Energy above the lowest of the compared OMol25 structures with the same formula, charge and spin   27.8 kJ/mol
Charge   +1
2S+1   4

Each line ends with the Löwdin spin population.
Cartesian coordinates (Å):
V 0.259 0.057 -0.310  2.784
Br 6.497 -0.410 2.453  0.004
C 4.849 -0.173 1.602  0.013
C 4.087 0.965 1.837  -0.002
C 2.860 1.065 1.209  0.015
N 2.368 0.148 0.382  0.009
C 3.139 -0.927 0.116  0.014
C 4.369 -1.134 0.719  -0.002
C 2.582 -1.853 -0.910  0.013
C 3.356 -2.820 -1.524  -0.001
C 2.780 -3.586 -2.537  0.013
Br 3.789 -4.907 -3.394  0.004
C 1.472 -3.338 -2.906  -0.002
C 0.772 -2.340 -2.240  0.021
N 1.300 -1.616 -1.256  0.016
H 4.433 1.743 2.500  0.000
H 2.244 1.936 1.388  0.001
H 4.946 -2.021 0.515  0.000
H 4.387 -2.972 -1.247  0.000
H 0.981 -3.894 -3.691  0.000
H -0.248 -2.118 -2.511  0.003
C 0.360 5.697 -0.462  0.000
C 0.015 4.550 0.481  -0.001
C 0.905 4.619 1.727  0.000
C -1.459 4.618 0.871  0.000
N 0.250 3.319 -0.307  0.002
N -0.108 2.110 0.372  0.020
H 0.317 6.652 0.061  0.000
H -0.339 5.726 -1.297  0.000
H 1.370 5.583 -0.863  0.000
H 0.658 5.494 2.329  0.000
H 1.960 4.689 1.450  0.000
H 0.776 3.752 2.385  0.000
H -1.693 5.608 1.262  0.000
H -1.718 3.898 1.650  0.000
H -2.094 4.433 0.003  0.000
H 1.242 3.250 -0.522  0.001
H -1.127 2.048 0.327  0.005
H 0.129 2.159 1.361  0.003
C -2.115 -5.325 -4.569  0.000
C -2.229 -4.186 -3.599  -0.001
C -2.073 -4.380 -2.232  0.001
C -2.184 -3.335 -1.320  0.000
C -1.944 -3.646 0.128  0.001
C -2.464 -2.035 -1.781  0.008
Te -2.512 -0.405 -0.419  0.000
C -2.652 -1.828 -3.156  0.000
C -2.968 -0.484 -3.764  0.001
C -2.520 -2.903 -4.035  0.001
H -1.838 -6.249 -4.063  0.000
H -1.368 -5.120 -5.339  0.000
H -3.062 -5.495 -5.082  0.000
H -1.856 -5.375 -1.861  0.000
H -1.793 -4.715 0.269  0.000
H -2.778 -3.322 0.754  0.000
H -1.058 -3.121 0.495  0.001
H -3.269 0.243 -3.014  0.001
H -3.765 -0.585 -4.501  0.000
H -2.094 -0.081 -4.285  0.000
H -2.667 -2.726 -5.096  0.000
N -0.702 3.000 -4.708  0.001
N 0.068 2.292 -3.803  0.005
N 1.351 2.091 -3.987  0.000
C 1.627 1.297 -2.962  0.011
N 0.551 1.069 -2.207  0.012
N -0.452 1.711 -2.775  0.012
H -0.081 3.634 -5.199  0.000
H -1.415 3.500 -4.188  0.000
H 2.608 0.902 -2.763  0.001
C 0.807 0.458 3.604  0.000
N 0.378 0.184 4.964  0.000
C 0.075 -1.247 5.070  0.000
N -0.964 -1.650 4.125  0.001
C -0.515 -1.342 2.779  0.002
N -0.209 0.102 2.591  0.005
C -1.446 0.849 2.939  0.001
N -1.916 0.568 4.283  0.000
C -0.857 0.928 5.226  0.000
C -2.173 -0.870 4.394  0.000
H 1.718 -0.112 3.402  0.000
H 1.035 1.528 3.520  0.000
H -0.258 -1.462 6.086  0.000
H 0.984 -1.820 4.872  0.000
H -1.285 -1.616 2.056  0.001
H 0.399 -1.910 2.571  0.001
H -2.223 0.584 2.217  0.000
H -1.241 1.924 2.878  0.000
H -1.192 0.714 6.241  0.000
H -0.655 1.999 5.145  0.000
H -2.946 -1.150 3.675  0.000
H -2.528 -1.092 5.401  0.000

This record from OMol25 describes 2 unconnected molecules or ions with the total composition C3H8N2O3S at a distorted geometry. The level of theory is wB97M-V/def2-TZVPD.

Orbital gap   0.3532 Ha
LUMO energy   0.616 eV
Maximum force   4.7 eV/A
Energy above the lowest of the compared OMol25 structures with the same formula, charge and spin   227.9 kJ/mol
Charge   0
2S+1   1

Each line ends with the natural charge from an NBO analysis.
Cartesian coordinates (Å):
C -2.034 -0.622 -0.318  -0.244
C -0.876 0.401 -0.639  -0.243
C -0.740 -0.038 1.518  0.273
N -1.694 -0.858 1.056  -0.607
N -0.233 0.736 0.641  -0.563
O 2.289 0.683 -1.705  -0.957
O 2.457 1.115 0.597  -0.878
O 3.386 -1.015 -0.132  -0.921
S 2.213 -0.273 -0.189  1.742
H -2.902 -0.068 -0.226  0.189
H -1.977 -1.402 -0.999  0.209
H -0.038 -0.147 -1.184  0.192
H -1.155 1.256 -1.137  0.208
H -0.569 0.097 2.597  0.203
H -2.314 -1.400 1.670  0.402
H 2.615 0.278 -2.500  0.480
H 1.573 1.257 0.950  0.514

This record from OMol25 describes a single CHN3O3 molecule at a distorted geometry. The level of theory is wB97M-V/def2-TZVPD.

Orbital gap   0.3704 Ha
SMILES   ON=c1onno1
LUMO energy   0.457 eV
Maximum force   5.4 eV/A
Energy above the lowest of the compared OMol25 structures with the same formula, charge and spin   217.0 kJ/mol
Charge   0
2S+1   1

Each line ends with the natural charge from an NBO analysis.
Cartesian coordinates (Å):
O -0.317 -1.939 -0.810  -0.505
N -0.306 -1.180 0.268  -0.228
C 0.012 0.039 0.317  0.649
O -0.068 0.974 1.258  -0.365
N 0.044 2.273 0.641  0.111
N 0.417 2.001 -0.492  0.134
O 0.581 0.788 -0.765  -0.286
H -0.364 -2.956 -0.418  0.491

This record from OMol25 describes 3 unconnected molecules or ions with the total composition C13H32N5O8S2 at a distorted geometry. The level of theory is wB97M-V/def2-TZVPD.

Orbital gap   0.3606 Ha
LUMO energy   -2.835 eV
Maximum force   6.1 eV/A
Charge   +1
2S+1   1

Each line ends with the natural charge from an NBO analysis.
Cartesian coordinates (Å):
C 2.675 -2.744 2.384  -0.641
C 3.134 -1.194 2.286  -0.102
O 2.614 -0.632 1.041  -0.319
N 1.754 0.392 1.273  -0.100
C 2.242 1.817 1.278  -0.274
C 2.409 2.221 2.836  -0.085
O 1.699 3.446 3.157  -0.718
C 0.451 0.185 1.472  0.557
N -0.004 -1.182 1.467  -0.473
C -1.386 -0.997 1.721  0.446
C -2.216 -2.339 1.759  -0.280
N -3.691 -2.156 1.769  -0.831
N -1.769 0.356 1.868  -0.386
N -0.616 1.084 1.695  -0.411
H 1.699 -2.750 2.960  0.215
H 2.434 -3.109 1.339  0.233
H 3.471 -3.402 2.840  0.233
H 4.275 -1.237 2.226  0.210
H 2.800 -0.643 3.214  0.194
H 3.238 1.916 0.760  0.264
H 1.447 2.469 0.784  0.226
H 1.949 1.398 3.483  0.163
H 3.508 2.276 3.137  0.197
H 1.406 3.305 4.081  0.482
H -1.864 -2.921 2.670  0.233
H -1.889 -2.949 0.850  0.256
H -4.062 -2.971 1.251  0.383
H -4.009 -2.335 2.738  0.371
H -2.721 0.693 2.035  0.482
H -0.513 2.111 1.707  0.473
O 2.347 -3.459 -5.281  -0.925
S 2.715 -4.247 -4.136  2.362
O 1.772 -5.109 -3.477  -0.928
O 3.394 -3.281 -3.032  -0.717
C 2.674 -2.123 -2.612  -0.078
C 1.577 -2.475 -1.625  -0.632
C 4.162 -5.187 -4.528  -0.882
H 2.271 -1.584 -3.475  0.200
H 3.395 -1.462 -2.127  0.191
H 0.787 -3.055 -2.106  0.227
H 1.127 -1.571 -1.210  0.202
H 1.972 -3.083 -0.808  0.211
H 4.901 -4.525 -4.976  0.255
H 3.874 -5.963 -5.236  0.261
H 4.546 -5.639 -3.615  0.254
O -4.502 2.966 0.737  -0.934
S -3.509 3.365 -0.225  2.362
O -2.413 4.229 0.128  -0.934
O -4.245 3.962 -1.527  -0.709
C -5.190 5.024 -1.351  -0.082
C -4.500 6.358 -1.140  -0.641
C -2.850 1.913 -0.995  -0.883
H -5.876 4.799 -0.530  0.200
H -5.785 5.068 -2.265  0.206
H -3.975 6.382 -0.183  0.221
H -5.227 7.172 -1.146  0.228
H -3.757 6.538 -1.920  0.221
H -3.674 1.278 -1.315  0.265
H -2.240 1.394 -0.259  0.219
H -2.236 2.210 -1.844  0.264

This record from OMol25 describes 2 unconnected molecules or ions with the total composition C6H15N2 at a distorted geometry. The level of theory is wB97M-V/def2-TZVPD.

Orbital gap (alpha / beta)   0.3627 / 0.2290 Ha
LUMO energy (alpha / beta)   -9.210 / -12.824 eV
⟨S²⟩   0.753
Maximum force   1.1 eV/A
Energy above the lowest of the compared OMol25 structures with the same formula, charge and spin   297.3 kJ/mol
Charge   +2
2S+1   2

Each line ends with the Löwdin spin population.
Cartesian coordinates (Å):
C 0.811 0.268 -2.860  0.000
C 0.843 1.244 -1.689  0.001
C -1.130 2.059 -0.571  0.001
N -0.375 1.090 -0.851  0.006
H 0.930 -0.764 -2.533  0.000
H -0.094 0.376 -3.451  0.000
H 1.645 0.481 -3.513  0.000
H 1.689 1.021 -1.047  0.000
H 0.886 2.280 -2.014  0.000
H -2.032 1.912 0.014  0.000
H -0.951 3.054 -0.969  0.000
H -0.576 0.081 -0.451  0.003
N -0.897 -1.414 0.070  0.033
C -0.637 -1.698 1.508  0.068
C 0.812 -0.176 2.961  0.441
C 0.679 -1.226 2.022  0.367
H -1.884 -1.607 -0.099  0.000
H -0.389 -2.084 -0.506  0.001
H -0.641 -2.784 1.670  0.028
H -1.432 -1.252 2.088  0.000
H 1.770 0.248 3.218  0.020
H -0.070 0.215 3.464  0.018
H 1.570 -1.776 1.744  0.013